No. 1
# C22H19IN5O7P

A cluster of 4 separate species, C22H19IN5O7P in total (the ωB97M-V functional and the def2-TZVPD basis, the Open Molecules 2025 dataset).

Frontier orbital gap, eV: 7.1
LUMO, eV: -1.78
Charge: 0

Last column: Löwdin charge in e.
Geometry (Å):
N 2.486 0.729 -1.970  0.019
C 2.416 -0.130 -0.764  -0.297
C 1.359 -1.190 -0.876  -0.155
C -0.028 -0.670 -0.861  -0.339
N -0.246 0.465 -0.215  0.131
N -1.503 0.844 -0.083  0.044
C -2.409 0.059 -0.613  -0.602
P -4.155 0.508 -0.224  0.495
O -4.953 -0.256 -1.421  -0.387
I -4.309 2.925 -0.674  0.374
N -2.208 -1.037 -1.311  0.070
N -0.952 -1.422 -1.444  0.124
H 1.551 0.838 -2.349  0.054
H 2.769 1.651 -1.660  0.064
H 3.362 -0.654 -0.694  0.094
H 2.324 0.429 0.154  0.094
H 1.518 -1.901 -1.674  0.104
H 1.413 -1.765 0.051  0.095
H -5.884 -0.210 -1.136  0.048
O 3.529 -2.305 -3.027  0.092
C 4.184 -1.829 -3.928  -0.381
C 3.537 -1.322 -5.163  0.023
C 4.255 -0.801 -6.153  0.020
C 5.733 -0.702 -6.064  -0.387
O 6.388 -0.225 -6.966  0.105
C 6.380 -1.209 -4.828  0.020
C 5.661 -1.730 -3.838  0.023
H 2.459 -1.402 -5.207  0.123
H 3.804 -0.425 -7.063  0.121
H 7.458 -1.128 -4.782  0.121
H 6.112 -2.104 -2.927  0.121
O 2.635 -1.755 1.669  0.087
C 2.775 -2.582 2.548  -0.355
C 2.954 -2.176 3.963  0.026
C 3.110 -3.082 4.924  0.024
C 3.108 -4.536 4.621  -0.385
O 3.248 -5.360 5.497  0.112
C 2.928 -4.939 3.204  0.025
C 2.773 -4.033 2.243  0.028
H 2.952 -1.112 4.162  0.124
H 3.243 -2.809 5.963  0.123
H 2.930 -6.003 3.003  0.124
H 2.640 -4.305 1.203  0.125
O -7.539 2.422 1.965  0.090
C -7.420 3.551 2.389  -0.389
C -7.073 4.680 1.491  -0.012
C -6.941 5.919 1.956  0.022
C -7.138 6.226 3.395  -0.387
O -7.020 7.355 3.820  0.106
C -7.485 5.097 4.294  0.020
C -7.617 3.858 3.828  0.020
H -6.935 4.435 0.446  0.075
H -6.686 6.755 1.318  0.122
H -7.624 5.341 5.340  0.121
H -7.870 3.021 4.467  0.121


No. 2
# C2H9N2O

A cluster of 2 separate species, C2H9N2O in total (the ωB97M-V functional and the def2-TZVPD basis, the Open Molecules 2025 dataset).

Energy relative to the best compared isomer or geometry (same formula, charge and spin), kcal per mole: 48.8
Frontier orbital gap, eV: 10.5
LUMO, eV: -4.57
Charge: +1

Last column: Löwdin charge in e.
Geometry (Å):
C 1.396 0.230 -2.527  -0.038
N -0.098 -0.273 0.817  0.185
C 0.941 -0.181 -0.075  -0.041
N 0.829 -0.591 -1.411  0.005
H 0.742 0.563 -3.350  0.107
H 2.382 -0.233 -2.885  0.120
H 1.751 1.132 -2.071  0.067
H -0.974 -0.596 0.424  0.123
H -0.052 -0.335 1.851  0.145
H 1.991 0.160 0.227  0.185
H 0.138 -1.231 -1.657  0.114
H -3.365 1.088 2.659  0.126
H -2.537 -0.209 2.957  -0.007
O -2.403 0.676 2.702  -0.091


No. 3
# C18H32AsF6N3O2PtSSi

A structure of composition C18H32AsF6N3O2PtSSi (the ωB97M-V functional and the def2-TZVPD basis, the Open Molecules 2025 dataset).

Energy relative to the best compared isomer or geometry (same formula, charge and spin), kcal per mole: 37.1
Multiplicity: 2
Frontier orbital gap (spin up / spin down), eV: 7.6 / 7.0
LUMO (spin up / spin down), eV: -4.52 / -5.11
Charge: +1

Last column: Mulliken spin population.
Geometry (Å):
Pt 0.598 -0.659 0.311  0.054
N -0.124 -4.490 -1.388  0.000
C -0.162 -3.281 -0.815  0.004
S 1.279 -2.806 0.086  0.008
N -1.241 -2.569 -0.878  -0.001
N -1.165 -1.385 -0.180  0.001
C -2.251 -0.747 0.047  0.000
C -2.383 0.474 0.818  0.001
C -3.651 0.667 1.382  0.000
C -3.921 1.735 2.213  0.000
C -2.908 2.639 2.484  0.000
C -1.654 2.485 1.911  0.001
C -1.380 1.428 1.067  -0.010
O -0.142 1.358 0.450  -0.053
H 0.752 -4.957 -1.545  0.000
H -0.930 -4.803 -1.905  0.000
H -3.153 -1.235 -0.308  0.000
H -4.427 -0.055 1.161  0.000
H -4.905 1.857 2.643  0.000
H -3.088 3.482 3.138  0.000
H -0.883 3.208 2.112  0.000
C -0.360 -1.778 3.032  -0.001
O 0.465 -0.788 2.363  -0.010
H -0.213 -1.652 4.101  0.001
H -0.078 -2.778 2.713  -0.001
H -1.390 -1.554 2.768  0.000
H 1.399 -0.932 2.639  -0.023
F 2.374 0.107 0.790  0.078
As 4.232 -1.009 1.515  0.598
F 4.571 0.453 2.300  0.022
F 3.028 -1.428 2.842  0.119
F 5.528 -1.910 2.160  0.067
F 0.779 -0.478 -1.573  0.000
F 4.979 -0.505 0.022  0.141
C 1.857 2.097 -1.521  0.006
Si 0.686 2.838 -0.291  -0.005
C -0.680 3.765 -1.242  0.000
C -1.421 4.868 -0.478  0.000
C -1.699 2.770 -1.823  0.000
C 0.027 4.439 -2.443  0.000
C 1.710 3.820 0.983  -0.001
C 2.260 5.019 0.175  0.000
C 1.034 4.402 2.231  0.000
C 2.904 2.978 1.457  0.003
H 2.441 2.921 -1.936  0.000
H 1.331 1.617 -2.343  0.001
H 2.555 1.379 -1.097  -0.003
H -2.000 4.488 0.363  0.000
H -2.123 5.359 -1.158  0.000
H -0.742 5.638 -0.108  0.000
H -2.414 2.430 -1.072  0.000
H -1.220 1.894 -2.271  0.000
H -2.273 3.266 -2.610  0.000
H 0.819 5.126 -2.141  0.000
H -0.716 5.020 -2.995  0.000
H 0.452 3.711 -3.133  0.000
H 1.476 5.729 -0.097  0.000
H 2.788 4.724 -0.732  0.000
H 2.977 5.553 0.803  0.000
H 0.131 4.971 2.007  0.000
H 1.735 5.088 2.713  0.000
H 0.804 3.634 2.972  0.000
H 3.500 2.581 0.634  0.002
H 2.588 2.138 2.076  -0.003
H 3.559 3.607 2.067  0.000


No. 4
# H32O20S

A cluster of 17 separate species, H32O20S in total (the ωB97M-V functional and the def2-TZVPD basis, the Open Molecules 2025 dataset).

Energy relative to the best compared isomer or geometry (same formula, charge and spin), kcal per mole: 96.3
Frontier orbital gap, eV: 6.4
LUMO, eV: 4.31
Charge: -2

Last column: Löwdin charge in e.
Geometry (Å):
S -0.239 -0.347 0.184  0.102
O -1.510 0.209 0.629  -0.443
O 0.083 0.139 -1.175  -0.467
O 0.826 0.063 1.116  -0.466
O -0.311 -1.804 0.121  -0.444
O -3.836 -0.276 3.623  -0.064
H -3.219 -0.845 4.084  0.023
H -3.349 0.038 2.861  0.017
O -5.342 0.770 -0.613  -0.057
H -4.411 0.550 -0.621  0.023
H -5.402 1.538 -0.045  0.025
O 2.074 3.529 1.850  -0.064
H 1.879 3.938 1.007  0.022
H 1.796 2.619 1.746  0.012
O 0.701 -5.206 -1.671  -0.060
H 0.077 -4.524 -1.423  0.024
H 1.459 -5.053 -1.106  0.023
O 4.352 -0.178 -4.596  -0.054
H 4.074 0.202 -3.763  0.021
H 4.662 0.568 -5.110  0.024
O -1.826 -4.961 3.268  -0.054
H -1.072 -4.509 2.889  0.025
H -1.446 -5.681 3.771  0.020
O 1.792 -3.470 2.453  -0.066
H 2.088 -2.649 2.846  0.020
H 1.417 -3.211 1.611  0.009
O -2.612 3.807 2.059  -0.063
H -2.394 2.986 1.618  0.021
H -1.999 3.856 2.792  0.009
O 0.664 -1.790 -4.539  -0.059
H 1.572 -1.544 -4.718  0.010
H 0.453 -1.346 -3.718  0.020
O -0.428 2.841 4.893  -0.051
H 0.380 2.946 4.390  0.024
H -0.453 1.910 5.114  0.034
O -3.514 -3.813 -0.273  -0.063
H -3.811 -3.798 0.637  0.022
H -2.623 -3.464 -0.240  0.014
O 1.465 2.637 -5.545  -0.058
H 1.360 2.027 -4.815  0.029
H 0.797 2.372 -6.177  0.027
O 4.304 0.503 -0.818  -0.052
H 3.377 0.522 -0.581  0.025
H 4.617 1.388 -0.632  0.021
O 4.071 -0.124 3.748  -0.058
H 4.382 0.774 3.858  0.022
H 3.529 -0.096 2.960  0.025
O -2.485 1.733 -3.260  -0.062
H -3.329 1.414 -2.940  0.015
H -1.840 1.153 -2.854  0.013
O 0.042 4.118 -1.577  -0.062
H -0.841 4.371 -1.846  0.025
H -0.003 3.168 -1.469  0.019


No. 5
# C37H59BBr2N14O8S2

A structure of composition C37H59BBr2N14O8S2 (the ωB97M-V functional and the def2-TZVPD basis, the Open Molecules 2025 dataset).

Frontier orbital gap, eV: 7.3
LUMO, eV: -0.20
Charge: 0

Last column: Löwdin charge in e.
Geometry (Å):
C 1.797 2.105 3.674  -0.118
C 1.214 0.639 3.855  -0.640
Br 1.291 -0.078 5.727  0.634
C 0.644 -0.113 2.803  -0.479
Br -0.087 -1.890 3.399  0.700
C 0.517 0.400 1.249  -0.312
C -0.545 1.580 1.309  -0.112
C -0.925 2.337 -0.045  -0.166
C -1.789 3.660 0.408  -0.175
C -0.714 4.822 0.723  -0.197
C -1.263 6.316 0.371  -0.294
N -2.518 6.664 1.117  -0.041
O -0.307 -0.734 0.709  -0.301
S 0.640 -1.922 -0.087  0.917
O 0.258 -2.317 -1.476  -0.284
O 0.865 -3.356 0.631  -0.411
O 2.104 -1.097 0.214  -0.245
C 1.791 0.352 0.288  -0.286
B 3.267 0.918 0.787  -0.491
O 4.330 -0.027 1.090  0.113
O 3.603 2.303 0.957  0.110
S 1.736 0.783 -1.520  0.744
C 2.319 2.496 -1.955  -0.125
O 0.438 0.574 -2.226  -0.342
O 2.732 -0.145 -2.195  -0.324
H 1.180 2.795 4.376  0.105
H 1.700 2.556 2.634  0.059
H 2.870 2.140 4.101  0.101
H -0.332 2.412 2.085  0.117
H -1.532 1.101 1.690  0.123
H -1.649 1.685 -0.650  0.122
H -0.054 2.759 -0.647  0.072
H -2.244 3.368 1.434  0.078
H -2.580 3.944 -0.363  0.101
H -0.433 4.798 1.848  0.109
H 0.276 4.724 0.152  0.094
H -0.402 7.030 0.687  0.109
H -1.363 6.396 -0.780  0.064
H -2.466 7.672 1.377  0.067
H -2.475 6.137 2.010  0.060
H 4.723 0.363 1.919  0.123
H 2.751 2.785 0.771  0.092
H 1.914 2.701 -3.016  0.103
H 3.462 2.529 -2.022  0.096
H 1.926 3.313 -1.232  0.066
C 4.226 0.543 8.381  -0.091
C 4.454 1.890 7.851  -0.278
N 4.634 2.948 7.434  0.116
H 5.107 -0.089 8.267  0.030
H 3.980 0.565 9.445  0.085
H 3.401 0.044 7.868  0.025
C 0.965 -1.461 -4.969  -0.066
C 1.198 -0.107 -5.482  -0.258
N 1.380 0.955 -5.886  0.127
H 1.849 -2.094 -5.086  0.080
H 0.713 -1.452 -3.905  0.054
H 0.143 -1.955 -5.492  0.054
C -4.865 0.836 1.597  -0.071
C -4.041 1.556 2.571  -0.270
N -3.389 2.123 3.335  0.143
H -5.260 -0.094 2.014  0.085
H -5.720 1.433 1.270  0.032
H -4.293 0.573 0.703  0.081
C 8.105 -2.206 8.017  -0.076
C 7.295 -1.489 9.006  -0.257
N 6.657 -0.925 9.780  0.133
H 7.697 -2.099 7.009  0.044
H 9.132 -1.834 7.991  0.087
H 8.153 -3.275 8.234  0.085
C 1.632 -5.370 -5.187  -0.084
C 0.348 -4.790 -5.590  -0.274
N -0.664 -4.335 -5.907  0.128
H 2.474 -4.780 -5.557  0.070
H 1.727 -5.423 -4.100  0.085
H 1.755 -6.384 -5.573  0.057
C 2.225 -7.811 -9.147  -0.070
C 3.057 -7.094 -8.177  -0.263
N 3.711 -6.531 -7.416  0.138
H 1.838 -8.745 -8.732  0.082
H 1.364 -7.213 -9.458  0.084
H 2.787 -8.065 -10.049  0.083
C -4.236 5.472 -2.888  -0.220
C -2.751 5.507 -2.837  -0.229
N -1.598 5.535 -2.797  0.116
H -4.659 6.374 -2.464  0.080
H -4.596 5.391 -3.916  0.111
H -4.624 4.622 -2.336  0.069
C 6.103 -3.264 3.742  -0.063
C 7.409 -3.329 4.404  -0.264
N 8.435 -3.380 4.925  0.133
H 5.398 -3.981 4.171  0.084
H 5.654 -2.272 3.834  0.078
H 6.182 -3.486 2.675  0.088
C 0.369 3.239 -8.534  -0.087
C -0.916 3.816 -8.937  -0.284
N -1.926 4.270 -9.253  0.110
H 1.210 3.830 -8.905  0.079
H 0.465 3.187 -7.446  0.061
H 0.492 2.223 -8.918  0.078
C 0.048 -7.129 2.209  -0.058
C 0.279 -5.780 1.682  -0.084
N 0.458 -4.716 1.267  0.061
H 0.933 -7.761 2.100  0.086
H -0.206 -7.109 3.271  0.054
H -0.772 -7.630 1.689  0.083
C -8.474 4.708 -1.845  -0.039
C -7.089 5.105 -2.111  -0.090
N -5.991 5.418 -2.323  0.034
H -8.962 5.393 -1.147  0.090
H -9.072 4.696 -2.760  0.088
H -8.530 3.707 -1.408  0.061
C -3.732 -6.183 3.224  -0.064
C -2.901 -7.092 4.018  -0.277
N -2.248 -7.806 4.643  0.135
H -4.573 -6.707 2.763  0.084
H -4.146 -5.378 3.836  0.085
H -3.160 -5.716 2.417  0.078
C -8.160 0.286 -1.649  -0.065
C -8.037 0.893 -0.321  -0.262
N -7.941 1.370 0.723  0.142
H -7.312 0.543 -2.289  0.086
H -8.203 -0.805 -1.590  0.085
H -9.066 0.619 -2.162  0.084


No. 6
# C26H20N2O4

A cluster of 2 separate species, C26H20N2O4 in total (the ωB97M-V functional and the def2-TZVPD basis, the Open Molecules 2025 dataset).

Energy relative to the best compared isomer or geometry (same formula, charge and spin), kcal per mole: 231.2
Frontier orbital gap, eV: 4.3
LUMO, eV: -2.63
Charge: 0

Last column: Löwdin charge in e.
Geometry (Å):
C 1.087 0.164 1.587  -0.011
C 2.388 0.467 1.098  -0.225
C 3.192 -0.607 0.614  -0.030
C 4.369 -0.360 -0.073  -0.082
C 4.796 0.961 -0.287  -0.071
C 4.081 2.028 0.274  -0.072
C 2.936 1.784 1.027  -0.018
C 0.353 1.036 2.466  -0.242
C -0.265 0.494 3.634  -0.048
C -1.127 1.261 4.405  -0.076
C -1.352 2.607 4.075  -0.069
C -0.713 3.174 2.966  -0.067
C 0.114 2.402 2.155  -0.040
H 0.769 -0.881 1.527  0.122
H 2.853 -1.629 0.807  0.124
H 4.964 -1.202 -0.440  0.114
H 5.714 1.154 -0.842  0.107
H 4.432 3.057 0.143  0.111
H 2.465 2.600 1.573  0.098
H -0.041 -0.543 3.903  0.123
H -1.614 0.817 5.277  0.111
H -2.001 3.219 4.706  0.107
H -0.851 4.234 2.730  0.111
H 0.569 2.846 1.266  0.109
C -0.464 -0.146 -0.660  -0.002
C 0.158 -0.803 -1.765  -0.189
C 1.449 -0.379 -2.223  -0.017
C 2.095 -1.005 -3.262  0.012
C 1.456 -2.060 -3.952  -0.163
N 2.150 -2.773 -4.962  -0.329
O 1.560 -3.721 -5.530  0.044
O 3.328 -2.442 -5.234  0.043
C 0.177 -2.494 -3.554  0.012
C -0.436 -1.909 -2.467  -0.017
C -1.867 -0.278 -0.356  -0.178
C -2.838 -0.396 -1.401  -0.029
C -4.187 -0.501 -1.139  0.015
C -4.634 -0.514 0.194  -0.165
N -5.990 -0.826 0.476  -0.325
O -6.365 -0.879 1.670  0.047
O -6.751 -1.053 -0.493  0.046
C -3.725 -0.315 1.250  0.017
C -2.381 -0.207 0.974  -0.001
H 0.058 0.726 -0.250  0.091
H 1.923 0.473 -1.736  0.108
H 3.095 -0.714 -3.579  0.120
H -0.293 -3.302 -4.112  0.122
H -1.419 -2.274 -2.170  0.111
H -2.503 -0.377 -2.437  0.117
H -4.915 -0.588 -1.940  0.122
H -4.107 -0.255 2.265  0.120
H -1.690 -0.073 1.801  0.080


No. 7
# C2H8NO2

A cluster of 2 separate species, C2H8NO2 in total (the ωB97M-V functional and the def2-TZVPD basis, the Open Molecules 2025 dataset).

Energy relative to the best compared isomer or geometry (same formula, charge and spin), kcal per mole: 118.3
Frontier orbital gap (spin up / spin down), eV: 7.0 / 9.2
LUMO (spin up / spin down), eV: -4.60 / -3.50
Charge: +1

Last column: Löwdin charge in e.
Geometry (Å):
C -1.812 -0.245 -0.395  0.006
C 0.831 0.521 -0.068  -0.215
N 1.732 -0.743 -0.300  0.154
O -2.473 0.486 0.469  0.044
O 0.592 0.481 1.247  -0.032
H -2.070 -0.216 -1.367  0.053
H -1.373 -1.122 0.055  0.082
H 1.471 1.386 -0.464  0.128
H 1.987 -0.842 -1.275  0.147
H 0.996 -1.452 -0.047  0.155
H 2.565 -0.904 0.344  0.189
H -2.978 1.281 0.175  0.160
H 0.532 1.368 1.625  0.129


No. 8
# C4H5F3IN

An isolated molecule of C4H5F3IN (the ωB97M-V functional and the def2-TZVPD basis, the Open Molecules 2025 dataset).

Energy relative to the best compared isomer or geometry (same formula, charge and spin), kcal per mole: 52.1
Frontier orbital gap, eV: 8.8
LUMO, eV: -0.12
Charge: 0

Last column: Löwdin charge in e.
Geometry (Å):
C 0.141 -0.190 2.041  0.050
C 0.209 -0.265 0.717  -0.191
N -0.817 0.980 -0.005  -0.638
C -0.366 1.318 -1.346  -0.292
I -2.708 0.335 0.118  0.842
C 0.815 -1.307 -0.189  -0.531
F 1.338 -2.292 0.624  0.103
F 1.825 -0.787 -1.028  0.074
F -0.002 -1.931 -1.042  0.130
H -0.302 0.762 2.425  0.088
H 0.513 -0.932 2.772  0.091
H 0.677 1.668 -1.331  0.067
H -0.209 0.418 -2.083  0.092
H -1.114 2.222 -1.673  0.116


No. 9
# C4H8ClMgO2

A structure of composition C4H8ClMgO2 (the ωB97M-V functional and the def2-TZVPD basis, the Open Molecules 2025 dataset).

Energy relative to the best compared isomer or geometry (same formula, charge and spin), kcal per mole: 60.0
Frontier orbital gap, eV: 2.6
LUMO, eV: -9.07
Charge: +1

Last column: Löwdin charge in e.
Geometry (Å):
Mg 8.409 -1.360 3.471  1.267
Cl 5.359 -0.830 3.526  -0.268
O -2.224 1.671 -1.533  0.109
C -2.129 0.534 -1.119  -0.523
O -1.042 -0.028 -0.514  -0.015
C -0.072 0.768 0.061  -0.298
C 1.134 -0.073 0.418  -0.068
C -3.104 -0.496 -1.496  0.012
H -0.430 1.041 1.054  0.124
H 0.256 1.637 -0.509  0.128
H 1.193 -0.585 -0.542  0.084
H 0.718 -0.698 1.208  0.077
H 1.963 0.527 0.794  0.080
H -2.826 -0.800 -2.505  0.103
H -4.065 0.017 -1.528  0.096
H -3.139 -1.323 -0.787  0.091


Values of max |F|, in order: 1.734, 3.995, 0.374, 2.117, 12.185, 2.976, 3.344, 4.974, 3.026, all in eV Å⁻¹.